Record 1
An isolated molecule of C6H10OSi, computed with ωB97M-V with the def2-TZVPD basis set.

- Relative energy (zero: lowest compared OMol25 entry of this formula, charge and spin): 107.53 kcal/mol
- HOMO (alpha / beta): -6.309 / -7.268 eV
- Kohn-Sham gap (alpha / beta): 5.235 / 7.380 eV

Cartesian coordinates (Å):
C (-2.084, -1.903, 0.178)
C (3.006, -1.570, 0.375)
C (-2.175, -0.551, 0.074)
C (3.187, -0.270, 0.258)
C (-1.027, 0.483, 0.051)
C (-1.483, 1.927, 0.225)
O (0.257, 0.345, -0.072)
Si (1.882, 1.108, 0.394)
H (-2.924, -2.551, -0.102)
H (-1.167, -2.443, 0.446)
H (3.791, -2.412, 0.355)
H (2.038, -2.100, 0.543)
H (-3.177, -0.279, -0.210)
H (4.110, 0.108, 0.062)
H (-0.699, 2.544, -0.192)
H (-2.509, 2.213, -0.130)
H (-1.347, 2.218, 1.322)
H (1.829, 2.133, -0.524)

Record 2
A structure of composition C7H8Br4N3O3PS, computed with ωB97M-V with the def2-TZVPD basis set.

- HOMO: -6.433 eV
- Kohn-Sham gap: 4.543 eV

Cartesian coordinates (Å):
C (2.285, 1.313, 1.129)
C (2.549, 0.502, -0.194)
Br (4.512, 0.123, -0.181)
C (1.829, -0.879, -0.187)
Br (2.568, -1.972, -1.674)
C (0.315, -0.806, -0.299)
N (-0.539, 0.212, -0.385)
N (-0.193, 1.582, -0.435)
C (0.068, 1.855, -1.630)
S (0.058, 2.320, -3.109)
C (-1.885, -0.189, -0.408)
P (-3.460, 0.778, -0.438)
O (-3.624, 1.173, 1.158)
Br (-3.170, 2.742, -1.495)
C (-1.817, -1.580, -0.389)
O (-2.867, -2.430, -0.433)
N (-0.484, -1.912, -0.315)
Br (-0.003, -3.700, -0.243)
H (3.195, 1.476, 1.717)
H (1.435, 0.895, 1.710)
H (1.950, 2.317, 0.797)
H (2.399, 1.094, -1.108)
H (2.057, -1.386, 0.771)
H (-2.803, 0.971, 1.657)
H (-3.099, -2.499, -1.376)
O (-0.583, -0.644, 3.002)
H (-0.693, -1.355, 2.360)

Record 3
A cluster of 2 separate species, C19H26NO in total, computed with ωB97M-V with the def2-TZVPD basis set.

- Relative energy (zero: lowest compared OMol25 entry of this formula, charge and spin): 35.78 kcal/mol
- Total charge: +1
- HOMO: -10.794 eV
- Kohn-Sham gap: 5.317 eV

Cartesian coordinates (Å):
C (2.288, 4.920, -2.747)
O (1.369, 4.009, -3.384)
C (1.262, 2.761, -2.868)
C (0.250, 1.923, -3.408)
C (0.038, 0.683, -2.864)
C (0.822, 0.186, -1.766)
C (0.487, -1.083, -1.234)
C (1.009, -1.743, -0.090)
C (0.745, -3.142, 0.066)
C (1.257, -3.860, 1.128)
C (2.070, -3.232, 2.084)
C (2.647, -4.025, 3.210)
C (2.304, -1.855, 1.983)
C (1.761, -1.111, 0.948)
C (1.911, 1.003, -1.336)
C (2.098, 2.277, -1.833)
H (2.190, 5.836, -3.325)
H (2.011, 5.095, -1.700)
H (3.319, 4.548, -2.792)
H (-0.350, 2.299, -4.236)
H (-0.734, 0.029, -3.276)
H (-0.227, -1.661, -1.827)
H (0.120, -3.631, -0.684)
H (1.038, -4.924, 1.239)
H (3.386, -3.438, 3.759)
H (1.876, -4.340, 3.924)
H (3.129, -4.940, 2.850)
H (2.922, -1.369, 2.743)
H (1.897, -0.033, 0.952)
H (2.639, 0.642, -0.615)
H (2.891, 2.915, -1.432)
C (-3.267, 1.444, -1.179)
C (-3.514, 0.310, -0.200)
N (-2.889, 0.546, 1.081)
C (-3.121, -0.451, 2.100)
C (-2.464, -0.093, 3.422)
H (-3.735, 1.202, -2.135)
H (-3.701, 2.375, -0.805)
H (-2.197, 1.598, -1.350)
H (-4.593, 0.205, -0.015)
H (-3.156, -0.640, -0.645)
H (-1.902, 0.760, 0.985)
H (-4.211, -0.521, 2.234)
H (-2.760, -1.445, 1.772)
H (-2.680, -0.875, 4.151)
H (-1.378, -0.011, 3.314)
H (-2.855, 0.854, 3.803)

Record 4
A cluster of 2 separate species, C2H8OS in total, computed with ωB97M-V with the def2-TZVPD basis set.

- Relative energy (zero: lowest compared OMol25 entry of this formula, charge and spin): 39.91 kcal/mol
- SMILES: CO.CS
- HOMO: -9.159 eV
- Kohn-Sham gap: 9.925 eV

Cartesian coordinates (Å):
C (-1.310, 0.510, 1.846)
S (-1.865, -0.544, 0.496)
H (-2.052, 1.221, 2.122)
H (-0.590, 1.127, 1.427)
H (-0.924, -0.004, 2.785)
H (-2.315, 0.418, -0.366)
C (1.410, -0.071, -1.376)
O (2.230, -1.329, -1.315)
H (1.351, 0.590, -0.375)
H (0.487, -0.352, -1.702)
H (1.853, 0.609, -2.260)
H (1.725, -2.176, -1.282)

| no. | largest force on an atom (hartree/bohr) |
| --- | --- |
| 1 | 0.0792 |
| 2 | 0.0469 |
| 3 | 0.0327 |
| 4 | 0.0754 |